--- one ---
Density functional theory data (wB97M-V/def2-TZVPD) for one molecule with the formula C5H6.

Each atom is followed by the atoms it is bonded to, with distances in Å.
Atoms and positions in Å:
1 C -1.18 -0.33 -0.47  C2 1.457, C3 1.516, H6 1.077
2 C 0.16 -0.69 -0.03  C1 1.457, C4 1.369, C5 1.446
3 C -0.75 1.10 -0.75  C1 1.516, C5 1.503, H7 1.087, H8 1.095
4 C 0.88 -1.38 0.91  C2 1.369, H9 1.121, H10 1.096
5 C 0.63 0.64 -0.36  C2 1.446, C3 1.503, H11 1.084
6 H -2.17 -0.61 -0.16  C1 1.077
7 H -0.73 1.58 -1.72  C3 1.087
8 H -0.95 1.84 0.03  C3 1.095
9 H 1.94 -1.07 1.12  C4 1.121
10 H 0.72 -2.34 1.40  C4 1.096
11 H 1.44 1.25 0.02  C5 1.084

## Properties
- Total charge: 0
- Multiplicity: 1

---

--- two ---
Density functional theory data (wB97M-V/def2-TZVPD) for one molecule with the formula C5H6.

Each atom is followed by the atoms it is bonded to, with distances in Å.
Atoms and positions in Å:
1 C 1.68 -0.45 -0.13  C2 1.376, H6 1.144, H7 1.065
2 C 0.85 0.63 0.09  C1 1.376, C3 1.513, H8 1.036
3 C -0.56 0.43 0.60  C2 1.513, C4 1.554, C5 1.525, H9 1.039
4 C -1.80 0.34 -0.34  C3 1.554, C5 1.328, H10 1.043
5 C -1.32 -0.80 0.13  C3 1.525, C4 1.328, H11 1.054
6 H 2.72 -0.23 -0.55  C1 1.144
7 H 1.22 -1.41 -0.05  C1 1.065
8 H 1.26 1.56 -0.14  C2 1.036
9 H -0.76 0.74 1.57  C3 1.039
10 H -2.14 0.99 -1.08  C4 1.043
11 H -1.16 -1.81 -0.12  C5 1.054

## Properties
- Total charge: 0
- Multiplicity: 1
- SMILES string: C=CC1C=C1

---

--- three ---
Density functional theory data (wB97M-V/def2-TZVPD) for one molecule with the formula C5H6.

Each atom is followed by the atoms it is bonded to, with distances in Å.
Atoms and positions in Å:
1 C 0.06 -1.49 0.00  C2 1.523, C5 1.536, H6 1.129, H7 1.096
2 C 0.86 -0.29 0.50  C1 1.523, C3 1.513, C5 1.457, H8 1.051
3 C -0.34 0.63 0.59  C2 1.513, C4 1.419, C5 1.775, H9 1.057
4 C -0.40 1.44 -0.57  C3 1.419, C5 1.818, H10 1.158, H11 1.184
5 C 0.28 -0.22 -0.84  C1 1.536, C2 1.457, C3 1.775, C4 1.818
6 H 0.75 -2.32 -0.31  C1 1.129
7 H -0.90 -1.60 0.52  C1 1.096
8 H 1.71 -0.29 1.11  C2 1.051
9 H -1.13 0.19 1.14  C3 1.057
10 H -1.34 1.85 -1.11  C4 1.158
11 H 0.47 2.10 -1.03  C4 1.184

## Properties
- Total charge: 0
- Multiplicity: 1
- SMILES string: C1[C@@H]2[C@H]3CC123

---

In terms of stability, two leads; the second structure lies 1.397 eV higher.

---

--- one ---
Density functional theory data (wB97M-V/def2-TZVPD) for one molecule with the formula C6H15NS.

Each atom is followed by the atoms it is bonded to, with distances in Å.
Atoms and positions in Å:
1 C -2.30 1.48 -2.14  C2 1.526, H9 1.099, H10 1.094, H11 1.080
2 C -0.89 1.61 -1.56  C1 1.526, N3 1.500, H12 1.098, H13 1.081
3 N -0.95 1.08 -0.16  C2 1.500, C4 1.427, C5 1.523
4 C -1.33 2.08 0.79  N3 1.427, H14 1.091, H15 1.105, H16 1.099
5 C 0.29 0.25 0.17  N3 1.523, C6 1.543, H17 1.094, H18 1.081
6 C -0.23 -1.07 0.76  C5 1.543, C7 1.542, H19 1.104, H20 1.083
7 C 0.73 -2.22 0.36  C6 1.542, S8 1.870, H21 1.099, H22 1.080
8 S 2.43 -1.80 1.02  C7 1.870, H23 1.305
9 H -2.60 2.27 -2.85  C1 1.099
10 H -2.47 0.54 -2.66  C1 1.094
11 H -3.01 1.43 -1.33  C1 1.080
12 H -0.72 2.68 -1.38  C2 1.098
13 H -0.19 1.08 -2.19  C2 1.081
14 H -1.59 1.72 1.79  C4 1.091
15 H -0.53 2.78 1.05  C4 1.105
16 H -2.29 2.55 0.51  C4 1.099
17 H 0.78 0.83 0.96  C5 1.094
18 H 0.96 0.23 -0.68  C5 1.081
19 H -0.26 -1.05 1.86  C6 1.104
20 H -1.24 -1.26 0.41  C6 1.083
21 H 0.38 -3.16 0.81  C7 1.099
22 H 0.77 -2.39 -0.70  C7 1.080
23 H 3.09 -1.62 -0.10  S8 1.305

## Properties
- Total charge: 0
- Multiplicity: 1
- SMILES string: CCN(C)CCCS

---

--- two ---
Density functional theory data (wB97M-V/def2-TZVPD) for one molecule with the formula C6H15NS.

Each atom is followed by the atoms it is bonded to, with distances in Å.
Atoms and positions in Å:
1 C 0.25 2.69 3.27  C2 1.491, H9 1.089, H10 1.110, H11 1.064
2 C 0.33 2.36 1.82  C1 1.491, N3 1.499, H12 1.098, H13 1.101
3 N -0.70 1.40 1.30  C2 1.499, C4 1.497, H14 1.006
4 C -0.09 0.31 0.47  N3 1.497, C5 1.522, H15 1.143, H16 1.094
5 C -1.18 -0.74 0.28  C4 1.522, C6 1.542, H17 1.139, H18 1.103
6 C -0.98 -1.82 -0.80  C5 1.542, C7 1.549, H19 1.114, H20 1.085
7 C 0.50 -2.01 -1.22  C6 1.549, S8 1.772, H21 1.084, H22 1.109
8 S 0.80 -1.15 -2.74  C7 1.772, H23 1.387
9 H -0.68 2.46 3.78  C1 1.089
10 H 0.17 3.77 3.50  C1 1.110
11 H 1.05 2.22 3.80  C1 1.064
12 H 0.12 3.26 1.23  C2 1.098
13 H 1.34 2.05 1.50  C2 1.101
14 H -1.36 1.01 1.95  N3 1.006
15 H 0.66 -0.24 1.13  C4 1.143
16 H 0.37 0.73 -0.42  C4 1.094
17 H -2.14 -0.22 -0.04  C5 1.139
18 H -1.36 -1.13 1.30  C5 1.103
19 H -1.54 -1.37 -1.65  C6 1.114
20 H -1.32 -2.81 -0.51  C6 1.085
21 H 1.12 -1.60 -0.43  C7 1.084
22 H 0.77 -3.07 -1.09  C7 1.109
23 H 2.16 -1.31 -2.95  S8 1.387

## Properties
- Total charge: 0
- Multiplicity: 1
- SMILES string: CCNCCCCS

---

In terms of stability, one leads; the second structure lies 0.170 eV higher.

---

--- one ---
Density functional theory data (wB97M-V/def2-TZVPD) for one molecule with the formula C6H15NS.

Each atom is followed by the atoms it is bonded to, with distances in Å.
Atoms and positions in Å:
1 C -2.24 -1.44 -0.18  C2 1.524, H9 1.094, H10 1.101, H11 1.105
2 C -0.74 -1.21 -0.38  C1 1.524, N3 1.452, H12 1.109, H13 1.096
3 N -0.19 -0.32 0.63  C2 1.452, C4 1.456, C6 1.458
4 C -0.77 1.01 0.73  N3 1.456, C5 1.537, H14 1.122, H15 1.104
5 C -0.87 1.82 -0.57  C4 1.537, H16 1.083, H17 1.106, H18 1.115
6 C 1.25 -0.42 0.78  N3 1.458, C7 1.529, H19 1.121, H20 1.083
7 C 2.12 0.06 -0.38  C6 1.529, S8 1.816, H21 1.099, H22 1.099
8 S 3.88 -0.32 -0.15  C7 1.816, H23 1.345
9 H -2.43 -1.80 0.83  C1 1.094
10 H -2.60 -2.21 -0.89  C1 1.101
11 H -2.82 -0.52 -0.35  C1 1.105
12 H -0.59 -0.83 -1.41  C2 1.109
13 H -0.23 -2.17 -0.30  C2 1.096
14 H -1.81 0.90 1.15  C4 1.122
15 H -0.18 1.57 1.48  C4 1.104
16 H -1.49 1.34 -1.31  C5 1.083
17 H -1.33 2.80 -0.34  C5 1.106
18 H 0.12 2.02 -1.03  C5 1.115
19 H 1.53 -1.49 0.96  C6 1.121
20 H 1.53 0.13 1.68  C6 1.083
21 H 1.83 -0.45 -1.31  C7 1.099
22 H 1.99 1.13 -0.59  C7 1.099
23 H 4.06 0.40 0.97  S8 1.345

## Properties
- Total charge: 0
- Multiplicity: 1
- SMILES string: CCN(CC)CCS

---

--- two ---
Density functional theory data (wB97M-V/def2-TZVPD) for a 2-piece molecular cluster, C6H15NS overall.

Each atom is followed by the atoms it is bonded to, with distances in Å.
Atoms and positions in Å:
1 C -0.01 0.11 3.94  C2 1.521, H5 1.096, H6 1.095, H7 1.094
2 C -1.32 -0.05 3.17  C1 1.521, C3 1.538, H8 1.095, H9 1.094
3 C -1.07 -0.49 1.72  C2 1.538, S4 1.826, H10 1.094, H11 1.096
4 S 0.21 0.52 0.89  C3 1.826
5 H 0.64 -0.75 3.80  C1 1.096
6 H -0.14 0.26 5.01  C1 1.095
7 H 0.55 0.98 3.58  C1 1.094
8 H -1.94 -0.82 3.66  C2 1.095
9 H -1.87 0.89 3.18  C2 1.094
10 H -2.01 -0.42 1.16  C3 1.094
11 H -0.74 -1.53 1.71  C3 1.096
12 C 0.45 1.25 -2.40  C13 1.513, H16 1.094, H17 1.092, H18 1.090
13 C 0.82 0.29 -3.51  C12 1.513, N15 1.417, H19 1.092, H20 1.104
14 C 0.40 -1.40 -2.02  N15 1.400, H21 1.092, H22 1.100, H23 1.131
15 N 0.25 -1.00 -3.35  C13 1.417, C14 1.400
16 H 0.84 2.27 -2.54  C12 1.094
17 H -0.62 1.32 -2.21  C12 1.092
18 H 0.85 0.91 -1.45  C12 1.090
19 H 0.53 0.73 -4.46  C13 1.092
20 H 1.92 0.28 -3.51  C13 1.104
21 H 0.04 -2.41 -1.82  C14 1.092
22 H 1.40 -1.26 -1.58  C14 1.100
23 H -0.27 -0.85 -1.29  C14 1.131

## Properties
- Total charge: 0
- Multiplicity: 1

---

In terms of stability, one leads; the second structure lies 4.913 eV higher.